[1]
ORCA calculation (the ωB97M-V functional and the def2-TZVPD basis) on a cluster of 9 separate species, C63H126Cl2N7O7 in total.

charge	+5
E_tot	-4303.65117	Ha
E_LUMO	-14.0	eV
HOMO	-16.83	eV
Kohn-Sham gap	2.83	eV

Structure (XYZ):
```
205
Properties=species:S:1:pos:R:3:mulliken_charge:R:1
C 6.66 3.03 -1.00 -1.80
C 5.11 2.75 -0.94 2.02
C 4.69 1.92 0.29 -2.01
C 3.19 1.90 0.78 0.89
C 2.73 3.30 0.98 -0.69
C 2.99 4.26 -0.24 1.52
N 4.42 4.11 -0.76 0.70
O 4.70 4.94 -1.80 -0.25
C 2.72 5.72 0.32 -1.64
C 1.97 3.91 -1.37 -0.84
C 4.67 2.08 -2.27 -1.53
H 7.02 3.75 -0.26 0.44
H 6.88 3.47 -1.97 0.47
H 7.38 2.21 -0.97 0.37
H 5.21 2.18 1.22 0.45
H 4.93 0.88 0.08 0.47
H 3.08 1.33 1.70 -0.02
H 2.53 1.27 0.18 -0.26
H 3.11 3.65 1.94 0.56
H 1.72 3.35 1.39 -0.68
H 3.31 5.87 1.22 0.50
H 1.72 5.84 0.73 0.29
H 3.02 6.52 -0.36 0.43
H 1.95 2.84 -1.56 -0.22
H 2.19 4.51 -2.25 0.39
H 1.03 4.29 -0.95 0.28
H 3.62 1.98 -2.53 0.04
H 5.03 1.05 -2.28 0.50
H 5.10 2.61 -3.13 0.59
C -2.61 -0.54 1.84 -1.50
C -2.35 0.31 0.55 1.25
C -3.63 0.69 -0.25 -0.86
C -4.50 1.72 0.48 -1.06
C -3.72 3.08 0.72 -1.27
C -2.34 2.96 1.38 1.52
N -1.62 1.62 0.96 0.55
O -0.22 1.59 0.78 0.34
C -2.67 2.91 2.92 -1.75
C -1.48 4.15 0.92 -1.74
C -1.44 -0.52 -0.46 -1.36
H -1.65 -0.82 2.28 0.29
H -3.20 -1.45 1.69 0.39
H -3.28 -0.12 2.59 0.43
H -4.18 -0.24 -0.35 0.62
H -3.41 1.09 -1.24 -0.01
H -4.93 1.36 1.42 0.45
H -5.46 1.84 -0.03 0.57
H -4.41 3.74 1.24 0.57
H -3.62 3.47 -0.29 0.34
H -3.26 2.03 3.20 0.33
H -3.21 3.80 3.23 0.47
H -1.76 2.89 3.52 0.36
H -0.51 4.18 1.42 0.32
H -1.96 5.05 1.29 0.51
H -1.41 4.21 -0.17 0.17
H -0.42 -0.83 -0.25 0.17
H -1.41 -0.11 -1.47 0.39
H -1.93 -1.48 -0.66 0.16
C -6.70 1.05 -5.43 -1.46
C -5.40 1.69 -4.76 0.97
C -4.17 0.70 -4.65 -0.15
C -3.39 0.49 -5.93 -1.15
C -2.86 1.74 -6.58 -1.21
C -3.97 2.83 -6.81 1.48
N -4.94 2.93 -5.60 0.83
O -5.64 4.13 -5.60 -0.22
C -4.76 2.42 -8.03 -1.79
C -3.30 4.24 -6.91 -1.70
C -5.71 2.17 -3.30 -1.79
H -7.49 1.78 -5.65 0.39
H -7.09 0.27 -4.78 0.43
H -6.38 0.50 -6.31 0.32
H -4.42 -0.27 -4.24 0.73
H -3.44 1.10 -3.94 -0.41
H -4.08 0.08 -6.66 0.64
H -2.62 -0.27 -5.78 0.14
H -2.27 1.53 -7.47 0.85
H -2.15 2.17 -5.87 0.22
H -5.71 2.96 -8.07 0.46
H -5.01 1.37 -8.18 0.31
H -4.27 2.73 -8.95 0.45
H -4.00 5.00 -7.24 0.51
H -2.50 4.22 -7.65 0.44
H -2.89 4.65 -5.99 0.33
H -4.92 2.85 -2.97 0.38
H -6.03 1.30 -2.74 0.44
H -6.58 2.82 -3.32 0.53
C 0.84 -5.62 -1.57 -1.67
C -0.68 -5.28 -1.51 2.03
C -1.07 -5.09 -2.96 -0.70
C -2.60 -5.01 -3.09 -0.87
C -3.31 -6.27 -2.60 -1.36
C -3.06 -6.64 -1.15 1.42
N -1.51 -6.40 -0.82 0.72
O -0.88 -7.29 0.08 -0.23
C -3.29 -8.14 -0.99 -1.81
C -3.86 -5.86 -0.11 -1.49
C -0.84 -4.00 -0.73 -1.83
H 1.06 -6.40 -2.30 0.51
H 1.26 -6.24 -0.78 0.40
H 1.50 -4.76 -1.74 0.22
H -0.72 -5.93 -3.56 0.73
H -0.69 -4.15 -3.36 -0.25
H -2.82 -5.00 -4.15 0.50
H -2.96 -4.06 -2.68 0.32
H -3.01 -7.10 -3.23 0.47
H -4.37 -6.17 -2.85 0.46
H -2.94 -8.53 -0.04 0.47
H -2.76 -8.83 -1.64 0.44
H -4.34 -8.36 -1.18 0.43
H -3.45 -5.94 0.90 0.40
H -4.92 -6.04 0.09 0.44
H -3.80 -4.79 -0.33 0.24
H -0.37 -4.05 0.26 0.48
H -1.87 -3.71 -0.56 0.23
H -0.42 -3.18 -1.31 0.36
C 4.32 -0.20 4.46 -1.39
C 4.51 -1.74 4.28 1.28
C 3.92 -2.50 5.55 -1.22
C 2.47 -2.84 5.42 -0.41
C 2.23 -3.59 4.09 -1.29
C 2.47 -2.74 2.79 1.79
N 3.84 -2.12 2.96 0.73
O 4.44 -1.57 1.79 -0.26
C 1.44 -1.65 2.51 -1.60
C 2.57 -3.61 1.53 -2.27
C 6.01 -1.94 4.14 -1.71
H 4.63 0.38 3.60 0.08
H 4.81 0.19 5.36 0.54
H 3.26 0.01 4.65 0.38
H 4.21 -1.98 6.46 0.53
H 4.43 -3.46 5.63 0.39
H 1.75 -2.04 5.57 0.20
H 2.27 -3.63 6.14 0.53
H 1.15 -3.76 4.13 0.47
H 2.70 -4.57 4.11 0.37
H 1.52 -0.86 3.26 0.25
H 0.44 -2.09 2.54 0.51
H 1.62 -1.21 1.53 0.21
H 2.96 -3.17 0.61 0.43
H 1.57 -4.01 1.39 0.53
H 3.30 -4.41 1.70 0.57
H 6.60 -1.59 4.98 0.39
H 6.25 -1.46 3.19 0.48
H 6.22 -2.99 3.91 0.44
C 1.46 -2.39 -7.14 -1.57
C 1.96 -2.27 -5.70 1.92
C 3.46 -1.83 -5.53 -1.41
C 3.68 -0.45 -6.03 -0.92
C 2.82 0.55 -5.19 -1.40
C 1.31 0.24 -5.21 2.11
N 1.15 -1.23 -4.89 0.87
O -0.13 -1.64 -4.46 -0.19
C 0.78 0.66 -6.62 -1.40
C 0.59 1.06 -4.08 -2.05
C 1.95 -3.63 -4.95 -2.13
H 2.13 -2.11 -7.96 0.38
H 0.53 -1.88 -7.38 0.39
H 1.19 -3.43 -7.34 0.44
H 4.13 -2.45 -6.12 0.49
H 3.79 -1.92 -4.50 0.47
H 3.32 -0.36 -7.05 0.27
H 4.74 -0.18 -6.07 0.53
H 3.07 1.57 -5.47 0.71
H 3.29 0.41 -4.21 0.16
H 1.38 0.35 -7.47 0.41
H 0.68 1.74 -6.73 0.50
H -0.25 0.36 -6.78 0.11
H -0.49 0.91 -4.09 -0.12
H 0.96 2.08 -4.23 0.57
H 0.92 0.75 -3.09 0.45
H 2.80 -4.30 -5.12 0.49
H 1.06 -4.18 -5.24 0.42
H 2.02 -3.50 -3.87 0.39
C -2.63 2.15 8.37 -1.86
C -1.17 2.43 8.42 1.59
C -0.82 3.03 9.75 -1.33
C 0.70 3.03 10.07 -0.63
C 1.16 1.62 10.05 -1.37
C 0.99 0.88 8.73 1.60
N -0.44 1.09 8.28 0.69
O -0.85 0.15 7.25 -0.26
C 1.11 -0.62 8.97 -1.61
C 1.96 1.45 7.66 -1.51
C -0.69 3.43 7.41 -1.21
H -2.98 1.65 7.46 0.39
H -3.21 3.08 8.37 0.44
H -3.04 1.63 9.23 0.42
H -1.28 2.48 10.57 0.37
H -1.17 4.06 9.80 0.52
H 0.78 3.52 11.04 0.45
H 1.32 3.63 9.40 0.34
H 0.74 1.09 10.90 0.39
H 2.21 1.77 10.33 0.44
H 2.03 -0.89 9.50 0.42
H 1.21 -1.16 8.03 0.23
H 0.25 -1.00 9.53 0.49
H 2.91 1.10 8.07 0.53
H 2.21 2.51 7.60 0.44
H 1.72 0.99 6.70 0.15
H 0.38 3.63 7.37 0.37
H -1.17 4.40 7.58 0.44
H -1.04 3.19 6.40 0.08
Cl 1.06 2.06 4.09 -0.73
Cl -1.96 3.41 -2.79 -0.66
```

***

[2]
ORCA calculation (the ωB97M-V functional and the def2-TZVPD basis) on a cluster of 13 separate species, C63H140F12N13O24S12 in total.

charge	+1
E_tot	-10977.84001	Ha
E_LUMO	-2.5	eV
HOMO	-10.61	eV
Kohn-Sham gap	8.10	eV

Structure (XYZ):
```
264
Properties=species:S:1:pos:R:3:mulliken_charge:R:1
C -0.20 2.66 -20.66 -1.43
C 1.09 3.45 -20.40 0.10
C 1.27 4.59 -21.49 0.12
N 2.56 5.52 -21.41 0.10
C 2.46 6.63 -20.30 -0.54
C 1.25 7.62 -20.64 -0.56
C 1.37 8.25 -21.93 -0.79
C 1.71 7.24 -23.05 -0.56
C 2.86 6.29 -22.75 -0.65
C 3.87 4.65 -21.27 -0.86
H -0.49 1.96 -19.88 0.23
H -0.26 2.12 -21.60 0.20
H -0.94 3.47 -20.59 0.55
H 1.95 2.81 -20.23 0.01
H 0.91 4.07 -19.52 0.26
H 0.36 5.19 -21.54 0.72
H 1.58 4.06 -22.39 -0.76
H 2.39 6.13 -19.34 0.36
H 3.36 7.20 -20.47 0.44
H 0.27 7.15 -20.56 0.29
H 1.15 8.38 -19.87 0.45
H 0.49 8.83 -22.20 0.36
H 2.18 8.98 -21.85 0.28
H 0.86 6.64 -23.40 0.25
H 1.98 7.87 -23.89 0.46
H 3.10 5.71 -23.64 0.44
H 3.74 6.90 -22.54 0.51
H 4.66 5.40 -21.19 0.48
H 4.01 4.12 -22.21 0.21
H 3.64 4.03 -20.40 0.28
C 5.05 -6.01 -23.40 -1.11
C 5.40 -4.70 -22.67 1.89
C 6.47 -3.79 -23.32 -1.03
N 6.83 -2.55 -22.53 0.64
C 7.82 -1.77 -23.35 -0.59
C 7.24 -1.08 -24.62 -0.93
C 6.07 -0.20 -24.36 -1.08
C 5.08 -1.00 -23.41 0.37
C 5.67 -1.60 -22.11 0.71
C 7.48 -3.06 -21.18 -1.11
H 5.87 -6.49 -23.94 0.47
H 4.23 -5.70 -24.05 0.28
H 4.73 -6.75 -22.68 0.04
H 5.80 -4.82 -21.66 -0.83
H 4.51 -4.17 -22.35 -0.55
H 6.14 -3.29 -24.24 0.55
H 7.42 -4.31 -23.44 0.32
H 8.56 -2.43 -23.79 0.40
H 8.28 -0.98 -22.75 0.42
H 6.94 -1.76 -25.41 0.35
H 8.12 -0.60 -25.07 0.53
H 5.51 0.11 -25.25 0.59
H 6.31 0.73 -23.85 0.34
H 4.51 -1.75 -23.96 0.52
H 4.43 -0.16 -23.16 -0.60
H 4.98 -2.29 -21.63 -0.82
H 6.00 -0.87 -21.37 0.38
H 6.69 -3.19 -20.44 0.02
H 8.11 -2.30 -20.71 0.37
H 8.21 -3.84 -21.40 0.47
C 0.50 -14.13 -20.97 -1.40
C 0.56 -12.69 -20.39 0.05
C 1.61 -12.75 -19.28 -1.09
N 2.22 -11.42 -18.77 0.45
C 3.28 -10.96 -19.81 -1.57
C 3.92 -9.57 -19.46 0.22
C 2.91 -8.47 -19.08 1.69
C 1.76 -9.02 -18.16 -0.52
C 1.16 -10.36 -18.47 -0.88
C 2.99 -11.69 -17.47 -0.90
H -0.03 -14.06 -21.92 0.40
H -0.20 -14.76 -20.42 0.35
H 1.45 -14.66 -21.09 0.36
H -0.42 -12.33 -20.08 0.38
H 0.92 -12.03 -21.18 0.13
H 2.37 -13.47 -19.58 0.50
H 1.12 -13.19 -18.42 0.39
H 3.04 -11.12 -20.87 0.46
H 4.04 -11.74 -19.81 0.52
H 4.27 -9.15 -20.40 0.36
H 4.80 -9.64 -18.83 -0.12
H 2.40 -7.98 -19.92 -0.58
H 3.46 -7.71 -18.53 -0.28
H 0.94 -8.35 -17.93 0.45
H 2.11 -9.10 -17.13 0.08
H 0.74 -10.21 -19.47 0.31
H 0.34 -10.74 -17.87 0.43
H 3.38 -10.87 -16.87 0.16
H 3.80 -12.37 -17.75 0.44
H 2.48 -12.40 -16.81 0.41
C 6.74 -7.55 -19.74 -1.50
C 8.09 -6.95 -19.55 0.63
C 8.77 -7.07 -18.16 -0.44
N 10.01 -6.15 -17.88 0.36
C 10.55 -6.06 -16.41 -0.91
C 9.63 -5.25 -15.41 -0.63
C 9.25 -3.87 -16.02 -0.38
C 8.78 -3.95 -17.48 1.67
C 9.70 -4.72 -18.42 -1.69
C 11.09 -6.59 -18.87 -1.03
H 6.75 -8.57 -19.35 0.67
H 6.49 -7.46 -20.79 0.34
H 5.98 -7.07 -19.12 0.02
H 7.99 -5.90 -19.81 -0.38
H 8.75 -7.38 -20.30 0.20
H 9.16 -8.06 -17.94 0.55
H 8.05 -6.81 -17.39 0.17
H 10.62 -7.06 -15.99 0.42
H 11.59 -5.74 -16.35 0.37
H 8.67 -5.75 -15.23 0.23
H 10.08 -4.99 -14.45 0.59
H 8.51 -3.30 -15.46 -0.15
H 10.18 -3.30 -16.01 0.34
H 7.81 -4.42 -17.61 -0.54
H 8.54 -2.94 -17.82 -0.37
H 9.52 -4.77 -19.50 0.69
H 10.55 -4.06 -18.31 0.61
H 11.44 -7.58 -18.61 0.40
H 11.96 -5.94 -18.88 0.37
H 10.60 -6.63 -19.84 0.38
C -1.44 -0.82 -19.47 -2.19
C 0.08 -0.98 -19.70 0.62
C 0.62 -1.19 -21.12 -0.09
N 0.31 -2.53 -21.80 0.71
C 1.48 -2.75 -22.82 0.20
C 1.24 -3.99 -23.74 0.67
C -0.13 -3.83 -24.41 -1.14
C -1.32 -3.52 -23.44 -0.52
C -1.01 -2.34 -22.59 -0.59
C 0.29 -3.71 -20.78 -0.07
H -2.00 -1.76 -19.56 0.46
H -1.92 -0.07 -20.10 0.36
H -1.56 -0.49 -18.44 0.62
H 0.36 -1.79 -19.02 -0.61
H 0.58 -0.11 -19.29 0.88
H 1.70 -1.18 -20.95 -0.16
H 0.37 -0.40 -21.83 0.45
H 1.59 -1.89 -23.47 0.14
H 2.42 -2.77 -22.27 -0.33
H 2.00 -4.09 -24.51 0.63
H 1.27 -5.03 -23.41 -0.98
H -0.17 -2.99 -25.10 0.30
H -0.28 -4.82 -24.86 0.61
H -2.26 -3.52 -24.00 0.47
H -1.46 -4.44 -22.87 0.11
H -0.77 -1.43 -23.13 0.27
H -1.77 -2.07 -21.87 0.59
H 1.23 -3.67 -20.22 -0.23
H 0.14 -4.66 -21.29 -0.13
H -0.56 -3.62 -20.10 0.26
C 12.46 1.79 -19.09 -1.34
C 11.16 1.05 -18.62 -0.48
C 10.11 1.93 -17.86 -0.63
N 8.71 1.33 -17.52 0.51
C 8.93 -0.08 -16.83 -0.20
C 9.49 0.12 -15.34 -1.28
C 8.60 1.19 -14.48 -0.41
C 8.31 2.45 -15.26 -1.14
C 7.88 2.44 -16.67 0.58
C 7.85 1.06 -18.84 -0.92
H 13.09 0.95 -19.39 0.38
H 12.90 2.50 -18.40 0.35
H 12.24 2.24 -20.06 0.35
H 11.48 0.18 -18.05 0.25
H 10.68 0.51 -19.43 0.24
H 9.93 2.83 -18.46 0.42
H 10.50 2.20 -16.88 0.60
H 9.43 -0.68 -17.59 0.47
H 7.92 -0.48 -16.94 0.05
H 10.53 0.43 -15.43 0.59
H 9.62 -0.82 -14.79 0.41
H 9.08 1.38 -13.51 0.55
H 7.74 0.64 -14.10 -0.11
H 9.27 2.95 -15.17 0.40
H 7.75 3.18 -14.68 0.52
H 7.99 3.46 -17.04 0.30
H 6.86 2.10 -16.85 -0.44
H 6.85 0.78 -18.52 0.25
H 8.18 0.20 -19.43 0.09
H 7.82 1.92 -19.50 0.58
C 1.10 0.25 -15.70 -1.80
C 0.23 -1.05 -15.81 0.81
C 0.99 -2.17 -15.21 -0.68
N 0.22 -3.47 -14.90 0.49
C -0.23 -4.05 -16.31 -0.14
C -0.79 -5.52 -16.31 -1.35
C 0.19 -6.52 -15.66 0.37
C 0.59 -6.08 -14.23 -1.11
C 1.19 -4.58 -14.26 -0.65
C -1.03 -3.19 -14.02 -1.01
H 1.37 0.53 -14.68 0.51
H 0.63 1.07 -16.25 0.51
H 2.12 0.29 -16.08 0.15
H -0.05 -1.18 -16.85 -0.53
H -0.71 -0.93 -15.27 0.59
H 1.34 -1.89 -14.22 0.58
H 1.78 -2.53 -15.88 -0.03
H 0.65 -4.08 -16.97 -0.44
H -0.95 -3.28 -16.58 0.77
H -0.80 -5.78 -17.37 0.52
H -1.83 -5.49 -15.96 0.41
H 1.13 -6.31 -16.17 -0.34
H -0.01 -7.59 -15.64 0.57
H 1.32 -6.83 -13.92 0.46
H -0.16 -6.06 -13.44 0.43
H 2.09 -4.52 -14.88 0.23
H 1.52 -4.28 -13.27 0.51
H -1.31 -4.05 -13.42 0.30
H -1.82 -2.92 -14.73 0.43
H -0.84 -2.29 -13.43 0.35
N 4.34 4.22 -15.39 -0.40
S 4.86 5.72 -16.03 1.01
O 3.82 6.43 -16.85 -0.56
O 6.31 5.84 -16.37 -0.59
F 4.81 6.48 -14.66 -0.24
S 4.00 3.57 -16.68 1.19
O 5.06 3.44 -17.70 -0.50
O 2.67 3.81 -17.26 -0.56
F 4.01 2.12 -16.08 -0.25
N 6.05 -1.37 -12.51 -0.44
S 7.44 -2.25 -12.50 1.09
O 8.68 -1.43 -12.49 -0.68
O 7.45 -3.63 -12.91 -0.50
F 7.49 -2.48 -10.92 -0.34
S 5.41 -1.84 -13.89 0.61
O 4.41 -2.91 -13.79 -0.35
O 6.32 -1.70 -15.08 -0.13
F 4.57 -0.50 -14.14 -0.29
N 3.44 -2.85 -19.44 0.07
S 4.20 -1.86 -18.41 0.18
O 5.62 -1.66 -18.83 -0.24
O 3.74 -1.91 -17.00 -0.26
F 3.52 -0.45 -18.93 -0.07
S 3.84 -4.20 -18.91 -1.35
O 2.90 -4.87 -17.97 -0.06
O 5.23 -4.57 -18.91 0.24
F 3.57 -5.03 -20.27 0.21
N 5.33 -8.35 -13.94 -0.62
S 5.92 -9.55 -14.98 1.00
O 5.95 -9.47 -16.49 -0.45
O 5.73 -10.83 -14.37 -0.68
F 7.43 -9.18 -14.60 -0.28
S 4.58 -7.62 -14.97 1.20
O 3.56 -8.31 -15.77 -0.55
O 5.48 -6.67 -15.72 -0.26
F 3.72 -6.63 -14.05 -0.31
N 2.18 3.38 -24.56 0.04
S 0.77 3.22 -25.02 1.02
O -0.21 3.00 -23.99 -0.52
O 0.52 2.83 -26.42 -0.65
F 0.54 4.85 -25.29 -0.39
S 2.34 1.73 -24.35 0.63
O 3.33 1.03 -25.17 -0.59
O 1.29 0.80 -23.92 -0.30
F 3.15 1.80 -22.95 -0.28
N 0.09 -7.89 -23.81 -0.43
S -0.90 -7.97 -22.45 0.90
O -1.47 -6.73 -21.99 -0.57
O -0.64 -9.02 -21.40 -0.50
F -2.08 -8.54 -23.38 -0.30
S 1.32 -8.05 -23.02 0.99
O 1.79 -9.41 -22.69 -0.59
O 1.84 -6.95 -22.17 -0.15
F 2.33 -7.75 -24.24 -0.44
```